Density functional theory data (ωB97M-V/def2-TZVPD) for one molecule with the formula C19H42NOP.

The SMILES is CCCCCCCCCCCCCCP(COCC)NCC. Its charge is 0. The total energy comes out at -33210.32626 eV. The LUMO energy comes out at 0.929 eV. The HOMO-LUMO gap comes out at 9.2 eV. Its maximum force is 0.57 eV/A.

Structure (XYZ):
```
64
Properties=species:S:1:pos:R:3:mulliken_charge:R:1
C 7.373 -1.738 1.650 -1.12
C 6.804 -2.629 0.547 -0.43
C 6.413 -1.900 -0.746 -0.77
C 4.964 -1.417 -0.825 -0.49
C 4.598 -0.255 0.092 -0.37
C 3.124 0.150 -0.027 -0.65
C 2.867 1.144 -1.170 -0.77
C 2.730 2.609 -0.746 -1.00
C 1.603 2.896 0.244 -0.58
C 0.212 2.791 -0.376 -0.28
C -0.903 3.314 0.545 -1.09
C -2.108 2.377 0.641 -0.47
C -1.961 1.377 1.784 -0.42
C -3.146 0.414 2.016 -1.02
P -4.256 0.117 0.565 -0.04
C -3.535 -1.492 -0.076 -0.58
O -2.633 -1.301 -1.156 -0.39
C -3.162 -1.573 -2.444 -0.30
C -4.062 -0.467 -3.014 -0.88
N -5.647 -0.422 1.438 -0.30
C -6.867 -0.642 0.641 -0.36
C -7.335 -2.088 0.660 -1.19
H 8.250 -1.196 1.287 0.30
H 7.681 -2.333 2.512 0.35
H 6.652 -1.002 2.004 0.27
H 7.561 -3.380 0.307 0.34
H 5.936 -3.181 0.924 0.28
H 6.579 -2.577 -1.588 0.32
H 7.091 -1.051 -0.899 0.35
H 4.758 -1.120 -1.860 0.34
H 4.295 -2.259 -0.608 0.29
H 5.224 0.609 -0.165 0.29
H 4.828 -0.510 1.128 0.04
H 2.524 -0.751 -0.186 0.36
H 2.791 0.564 0.927 0.35
H 3.705 1.078 -1.873 0.41
H 1.977 0.858 -1.737 0.42
H 2.533 3.198 -1.649 0.42
H 3.683 2.976 -0.351 0.28
H 1.736 3.896 0.667 0.38
H 1.646 2.206 1.093 0.21
H 0.209 3.339 -1.324 0.30
H 0.003 1.743 -0.616 0.28
H -1.229 4.303 0.217 0.40
H -0.483 3.454 1.549 0.46
H -2.206 1.830 -0.305 0.24
H -3.038 2.942 0.759 0.44
H -1.793 1.945 2.704 0.34
H -1.050 0.791 1.619 0.15
H -3.796 0.791 2.809 0.43
H -2.754 -0.547 2.359 0.46
H -4.367 -2.147 -0.368 0.16
H -2.977 -2.001 0.716 0.40
H -2.291 -1.726 -3.082 0.36
H -3.703 -2.528 -2.407 0.34
H -4.121 0.363 -2.310 0.24
H -5.077 -0.821 -3.204 0.26
H -3.664 -0.080 -3.952 0.31
H -5.453 -1.239 2.008 0.29
H -7.665 -0.007 1.037 0.36
H -6.691 -0.316 -0.389 0.27
H -8.220 -2.217 0.034 0.36
H -6.564 -2.769 0.292 0.31
H -7.597 -2.393 1.676 0.32
```